# 1
2 unconnected molecules or ions with the total composition C8H13NO in a non-equilibrium geometry, computed with wB97M-V/def2-TZVPD.

Atoms and positions in Å:
C: -4.06 0.53 0.47
C: -2.65 0.04 0.19
O: -1.71 0.92 0.40
C: -2.34 -1.27 -0.04
C: -0.99 -1.58 -0.12
N: 0.15 -1.45 -0.20
H: -4.89 0.07 -0.05
H: -4.32 0.43 1.52
H: -4.16 1.59 0.24
H: -0.72 0.71 0.31
H: -3.18 -2.00 -0.15
C: 1.62 1.00 0.87
C: 2.26 0.31 -0.03
C: 3.39 -0.63 0.25
C: 1.98 0.39 -1.49
H: 1.99 0.85 1.92
H: 0.74 1.58 0.53
H: 4.29 -0.69 -0.31
H: 2.91 -1.62 -0.07
H: 3.69 -0.52 1.28
H: 1.03 0.79 -1.78
H: 2.73 1.07 -1.80
H: 2.24 -0.53 -1.94

Values from the calculation:
E_HOMO: -0.329 Ha
ΔE to the lowest compared entry with this formula, charge and spin: 57.57 kcal per mole
electronic energy: -12042.0589 eV
LUMO energy: 0.80 eV
2S+1: 1
SMILES: C/C(O)=C/C#N.C=C(C)C



# 2
A single C8H13NO molecule in a non-equilibrium geometry, computed with wB97M-V/def2-TZVPD.

Atoms and positions in Å:
C: -1.80 -1.80 0.30
C: -0.64 -1.18 -0.46
C: 0.76 -1.86 -0.48
C: 1.41 -0.54 -0.08
C: 0.92 -0.04 1.24
C: 0.63 -0.89 2.46
C: 0.02 0.12 0.03
C: -0.39 1.47 -0.41
N: 0.19 2.06 -1.47
O: -1.60 1.85 -0.37
H: -1.54 -2.07 1.33
H: -2.65 -1.10 0.34
H: -2.14 -2.71 -0.22
H: -0.95 -1.01 -1.50
H: 1.06 -2.20 -1.47
H: 0.91 -2.69 0.23
H: 2.30 -0.11 -0.55
H: 1.38 0.91 1.51
H: 0.55 -1.96 2.23
H: 1.44 -0.76 3.19
H: -0.31 -0.58 2.94
H: 1.18 2.26 -1.38
H: -0.77 2.64 -1.81

Values from the calculation:
E_HOMO: -0.339 Ha
ΔE to the lowest compared entry with this formula, charge and spin: 59.03 kcal per mole
electronic energy: -12041.9956 eV
LUMO energy: 0.75 eV
2S+1: 1
SMILES: C[C@@H]1C[C@@H]2[C@H](C)[C@]12C(N)=O



# 3
A single C8H13NO2 molecule in a non-equilibrium geometry, computed with wB97M-V/def2-TZVPD.

Atoms and positions in Å:
C: -1.88 1.82 0.26
C: -2.57 -1.10 -0.98
C: -2.94 -0.30 0.21
C: -0.11 0.47 -0.37
C: 2.22 1.08 0.30
C: 1.83 -0.93 -1.06
C: 0.94 -0.72 1.36
C: 1.30 0.06 0.03
N: -2.82 1.00 0.49
O: -2.63 -2.32 -0.95
O: -0.58 1.66 -0.05
H: -2.09 2.79 0.67
H: -2.13 -0.59 -1.88
H: -3.58 -0.71 0.98
H: -0.56 -0.22 -1.05
H: 3.25 0.81 0.67
H: 1.75 1.84 0.97
H: 2.28 1.60 -0.60
H: 1.09 -1.68 -1.05
H: 1.77 -0.57 -2.08
H: 2.79 -1.26 -0.76
H: 1.90 -1.15 1.56
H: 0.12 -1.43 1.12
H: 0.63 -0.13 2.19

Values from the calculation:
E_HOMO (spin up / spin down): -0.291 / -0.280 Ha
ΔE to the lowest compared entry with this formula, charge and spin: 125.58 kcal per mole
electronic energy: -14086.8660 eV
LUMO energy (spin up / spin down): 0.25 / -0.76 eV
2S+1: 1



# 4
2 unconnected molecules or ions with the total composition C8H13NO3S in a non-equilibrium geometry, computed with wB97M-V/def2-TZVPD.

Atoms and positions in Å:
C: 2.27 -1.42 1.18
C: 1.51 -2.28 -0.92
C: 1.51 -0.28 1.00
C: 0.74 -1.15 -1.10
C: 2.28 -2.43 0.23
C: 0.72 -0.12 -0.15
C: -0.37 1.87 0.77
C: -0.51 1.39 -1.63
N: -0.07 0.98 -0.32
O: -1.56 -1.18 1.52
O: -3.52 -0.21 0.42
O: -2.60 -2.38 -0.40
S: -2.19 -1.05 -0.04
H: 2.87 -1.52 2.07
H: 1.51 -3.05 -1.67
H: 1.54 0.49 1.75
H: 0.14 -1.07 -2.00
H: 2.87 -3.32 0.37
H: -0.92 -1.89 1.58
H: -0.60 1.29 1.67
H: 0.45 2.56 1.00
H: -1.26 2.45 0.52
H: -1.48 0.95 -1.90
H: -0.60 2.47 -1.67
H: 0.22 1.09 -2.39
H: -4.14 -0.68 0.97

Values from the calculation:
E_HOMO: -0.285 Ha
ΔE to the lowest compared entry with this formula, charge and spin: 30.02 kcal per mole
electronic energy: -26973.9690 eV
LUMO energy: 0.67 eV
2S+1: 1



# 5
A molecular structure, C8H13NOPS in a non-equilibrium geometry, computed with wB97M-V/def2-TZVPD.

Atoms and positions in Å:
C: 1.32 -0.59 -0.20
C: -0.63 -0.20 -1.45
C: 2.08 -0.17 -1.32
C: 0.05 0.06 -2.63
C: -0.03 -0.40 -0.22
C: 1.51 0.09 -2.51
C: -0.89 -1.59 1.99
C: -0.87 -0.43 1.06
N: -0.54 0.82 1.79
O: 0.38 2.21 -0.21
P: 1.70 2.24 -0.97
S: 2.77 0.54 -3.71
H: 1.87 -0.78 0.71
H: -1.65 -0.03 -1.53
H: 3.21 -0.45 -1.24
H: -0.46 0.02 -3.60
H: -1.39 -2.43 1.60
H: 0.15 -1.97 2.13
H: -1.57 -1.23 2.79
H: -1.93 -0.25 0.78
H: 0.28 0.61 2.43
H: -1.25 1.18 2.38
H: 0.01 1.49 1.07
H: 1.04 2.53 -2.26
H: 2.29 1.27 -4.61

Values from the calculation:
E_HOMO: -0.458 Ha
ΔE to the lowest compared entry with this formula, charge and spin: 9.77 kcal per mole
electronic energy: -32160.2078 eV
LUMO energy: -3.78 eV
2S+1: 1
net charge: +1



# 6
A molecular structure, C8H13NPPd in a non-equilibrium geometry, computed with wB97M-V/def2-TZVPD.

Atoms and positions in Å:
C: 2.75 1.08 -0.07
C: 3.56 0.24 0.76
C: 3.18 0.50 2.11
C: 2.25 1.57 2.15
C: 1.94 1.91 0.79
Pd: 0.20 0.91 -1.89
P: 0.16 -0.64 -3.49
H: 2.75 1.08 -1.16
H: 4.28 -0.50 0.43
H: 3.58 -0.01 2.99
H: 1.21 2.64 0.44
H: 1.79 2.02 3.03
H: -0.33 -1.94 -3.18
H: 1.36 -0.97 -4.18
H: -0.68 -0.30 -4.60
C: -4.13 -0.72 0.73
C: -2.67 -1.13 1.01
C: -1.77 -0.75 -0.07
N: -1.04 -0.24 -0.82
H: -4.28 0.34 0.95
H: -4.83 -1.29 1.35
H: -4.39 -0.89 -0.32
H: -2.31 -0.65 1.94
H: -2.59 -2.22 1.14

Values from the calculation:
E_HOMO (spin up / spin down): -0.287 / -0.440 Ha
electronic energy: -22751.9167 eV
LUMO energy (spin up / spin down): -2.37 / -6.87 eV
⟨S²⟩: 6.0097
2S+1: 5
net charge: +1



# 7
A molecular structure, C8H13OP in a non-equilibrium geometry, computed with wB97M-V/def2-TZVPD.

Atoms and positions in Å:
C: -0.63 1.04 0.07
C: -2.54 1.21 -0.49
C: 0.37 2.10 -0.30
C: 1.81 1.46 0.06
C: 1.49 0.17 0.85
C: 0.03 -0.21 0.52
C: 0.38 -2.78 -0.09
C: 0.11 -1.36 -0.52
O: -4.74 -0.11 0.11
P: -3.30 -0.21 0.22
H: -2.76 2.20 -0.25
H: 0.40 2.37 -1.32
H: 0.08 3.00 0.27
H: 2.19 1.34 -0.86
H: 2.54 2.05 0.54
H: 2.09 -0.54 0.48
H: 1.60 0.47 1.83
H: -0.47 -0.68 1.31
H: 1.27 -2.74 0.43
H: 0.57 -3.30 -1.00
H: -0.38 -3.08 0.60
H: -0.88 -1.24 -1.14
H: 0.78 -1.14 -1.34

Values from the calculation:
E_HOMO (spin up / spin down): -0.305 / -0.296 Ha
ΔE to the lowest compared entry with this formula, charge and spin: 106.96 kcal per mole
electronic energy: -19837.1346 eV
LUMO energy (spin up / spin down): -1.04 / -1.54 eV
2S+1: 1



# 8
A single C8H13P molecule in a non-equilibrium geometry, computed with wB97M-V/def2-TZVPD.

Atoms and positions in Å:
C: -2.84 -1.55 -1.44
C: -1.84 -1.07 -0.92
C: -0.75 -0.55 -0.14
C: -1.30 0.80 0.51
C: -0.31 1.45 1.45
C: 0.96 1.79 0.81
C: 1.63 0.59 0.16
P: 0.71 -0.15 -1.21
C: 1.29 -1.84 -1.35
H: -3.75 -2.02 -1.57
H: -0.25 -1.31 0.65
H: -2.22 0.49 1.04
H: -1.38 1.39 -0.34
H: -0.09 0.66 2.16
H: -0.76 2.23 2.04
H: 0.94 2.66 -0.05
H: 1.55 2.33 1.51
H: 2.66 0.89 -0.20
H: 1.69 -0.24 0.87
H: 0.49 -2.52 -1.23
H: 1.95 -1.91 -0.42
H: 1.63 -2.15 -2.32

Values from the calculation:
E_HOMO: -0.311 Ha
ΔE to the lowest compared entry with this formula, charge and spin: 25.59 kcal per mole
electronic energy: -17792.4202 eV
LUMO energy: 1.09 eV
2S+1: 1
SMILES: C#C[C@@H]1CCCCP1C



# 9
4 unconnected molecules or ions with the total composition C8H14BrN4O4, computed with wB97M-V/def2-TZVPD.

Atoms and positions in Å:
Br: 1.50 0.15 -0.20
C: 2.76 4.09 -0.88
O: 2.93 5.29 -1.05
N: 3.58 3.14 -1.40
N: 1.73 3.60 -0.12
H: 4.22 3.40 -2.12
H: 3.38 2.16 -1.24
H: 1.14 4.25 0.35
H: 1.54 2.60 -0.13
C: 2.27 -0.95 3.83
O: 2.37 -1.14 5.04
N: 3.12 -1.55 2.93
N: 1.32 -0.15 3.26
H: 3.95 -1.92 3.35
H: 3.12 -1.29 1.96
H: 1.38 -0.06 2.26
H: 0.56 0.21 3.79
C: -2.60 -1.24 -2.60
C: -1.74 -1.04 -1.54
C: -2.16 -1.36 -0.24
C: -3.42 -1.90 -0.05
C: -4.27 -2.10 -1.13
C: -3.87 -1.80 -2.42
O: -4.71 -2.05 -3.48
O: -1.37 -1.15 0.84
H: -2.30 -0.93 -3.60
H: -0.75 -0.65 -1.73
H: -3.75 -2.13 0.96
H: -5.26 -2.52 -0.96
H: -4.19 -2.14 -4.28
H: -0.49 -0.80 0.60

Values from the calculation:
E_HOMO: -0.201 Ha
ΔE to the lowest compared entry with this formula, charge and spin: 0.00 kcal per mole
electronic energy: -92722.0769 eV
LUMO energy: 2.69 eV
2S+1: 1
net charge: -1



# 10
A molecular structure, C8H14CdN3 in a non-equilibrium geometry, computed with wB97M-V/def2-TZVPD.

Atoms and positions in Å:
C: 2.76 -0.42 -3.30
Cd: 1.23 -0.16 -1.58
N: -0.61 -0.90 -2.82
H: 2.49 -0.04 -0.39
H: 2.48 -1.14 -2.39
H: 3.81 -0.16 -3.15
H: 2.21 0.53 -3.42
H: 2.59 -1.01 -4.21
H: -1.38 -0.26 -2.61
H: -0.89 -1.83 -2.49
H: -0.49 -0.94 -3.83
N: -2.32 1.24 0.81
C: -1.69 1.00 -0.36
N: -0.56 0.30 -0.13
C: -0.47 0.09 1.26
C: 0.53 -0.49 2.04
C: 0.40 -0.40 3.44
C: -0.71 0.23 4.03
C: -1.72 0.79 3.24
C: -1.57 0.69 1.86
H: -3.18 1.76 0.92
H: -2.09 1.33 -1.31
H: 1.38 -0.97 1.54
H: 1.17 -0.83 4.08
H: -0.77 0.28 5.11
H: -2.59 1.30 3.64

Values from the calculation:
E_HOMO (spin up / spin down): -0.001 / -0.007 Ha
ΔE to the lowest compared entry with this formula, charge and spin: 0.00 kcal per mole
electronic energy: -17553.0715 eV
LUMO energy (spin up / spin down): 3.42 / 3.69 eV
2S+1: 1
net charge: -1